Density functional theory data (ωB97M-V with the def2-TZVPD basis set) for C4H5ClF2 as an isolated structure at a distorted geometry.

Cartesian coordinates (Å):
C: 0.090 1.075 -0.554
C: 0.669 2.065 0.139
C: -0.820 -1.486 -0.281
C: 0.148 -0.656 0.450
F: 0.918 3.287 -0.355
F: 1.344 -1.238 0.269
Cl: -0.076 -0.385 2.119
H: -0.371 0.693 -1.490
H: 0.975 2.025 1.138
H: -0.480 -2.507 -0.039
H: -1.844 -1.426 -0.046
H: -0.552 -1.447 -1.350

Values from the calculation:
**Spin multiplicity**: 1
**Net charge**: 0
**ΔE to the lowest compared entry with this formula, charge and spin**: 2.3237 eV
**HOMO-LUMO gap**: 0.3923 Eh
**LUMO level**: 0.030 hartree

---

Density functional theory data (ωB97M-V with the def2-TZVPD basis set) for C7H9N as an isolated structure at a distorted geometry.

Cartesian coordinates (Å):
C: -1.281 -0.837 0.962
C: -0.879 -1.432 -0.408
C: 0.306 -1.077 -0.992
C: 1.129 -0.152 -0.326
C: 0.765 1.140 -0.057
C: -0.474 1.648 -0.433
C: 2.553 -0.441 -0.159
H: -0.271 -0.539 1.750
H: -1.968 -1.399 1.794
H: -1.971 0.151 0.808
H: -1.406 -2.262 -0.925
H: 0.594 -1.592 -2.031
H: 1.547 1.790 0.815
H: -0.953 2.135 0.555
H: -0.025 2.529 -1.009
H: -1.326 0.891 -0.814
N: 3.659 -0.554 0.469

Values from the calculation:
**Spin multiplicity**: 1
**Net charge**: 0
**ΔE to the lowest compared entry with this formula, charge and spin**: 6.0697 eV
**HOMO-LUMO gap**: 0.3368 Eh
**LUMO level**: 0.006 hartree

---

Density functional theory data (ωB97M-V with the def2-TZVPD basis set) for one molecule with the formula C3H5NOS at a distorted geometry.

Cartesian coordinates (Å):
C: -0.260 -0.181 -2.213
C: -0.025 0.900 -1.528
C: 0.280 0.690 -0.001
O: 0.874 1.563 0.591
S: -0.369 -0.992 1.026
N: 0.033 -0.678 2.629
H: -0.259 -0.268 -3.245
H: -0.371 -1.165 -1.725
H: 0.227 1.815 -1.932
H: 0.493 -1.420 3.115
H: -0.623 -0.264 3.283

Values from the calculation:
**SMILES**: C=CC(=O)SN
**Spin multiplicity**: 1
**Net charge**: 0
**ΔE to the lowest compared entry with this formula, charge and spin**: 2.4022 eV
**HOMO-LUMO gap**: 0.3430 Eh
**LUMO level**: 0.022 hartree

---

Density functional theory data (ωB97M-V with the def2-TZVPD basis set) for a 2-piece molecular cluster, C3H4S overall at a distorted geometry.

Cartesian coordinates (Å):
C: -0.259 -0.984 0.616
C: 0.114 0.039 1.379
C: 0.553 0.120 0.037
S: -0.674 1.604 -1.872
H: -0.633 -1.914 0.279
H: 0.023 0.390 2.445
H: 1.514 0.273 -0.280
H: -0.638 0.472 -2.604

Values from the calculation:
**Spin multiplicity**: 1
**Net charge**: 0
**ΔE to the lowest compared entry with this formula, charge and spin**: 3.5690 eV
**HOMO-LUMO gap (spin up / spin down)**: 0.2853 / 0.2853 Eh
**LUMO level (spin up / spin down)**: -0.008 / -0.008 hartree